No. 1
Computed, not measured: a structure of composition C8H38O21Zn, with ωB97M-V with the def2-TZVPD basis set.

Values from the calculation:
Highest occupied orbital energy: -3.48 eV
LUMO level: -2.344 eV
Energy relative to the best compared isomer or geometry (same formula, charge and spin): 13.826 eV
Kohn-Sham gap: 1.1 eV

```
! RIJCOSX wB97M-V def2-TZVPD def2/J DEFGRID3
* xyz -2 1
Zn -5.87177 -0.14048 0.66096
C 7.88560 -1.05604 0.53829
C 8.69201 -0.09886 -0.29336
O 8.59086 -0.10129 -1.52654
O 9.59447 0.57094 0.14968
H 6.82705 -1.07154 0.27883
H 7.95767 -0.83322 1.60284
H 8.23098 -2.08927 0.50297
C -9.91883 2.11271 -3.72348
C -8.99975 1.47023 -2.67117
O -7.83648 1.15421 -3.01549
O -9.33062 1.33576 -1.47131
H -9.59068 3.01302 -4.24295
H -10.87545 2.41363 -3.29638
H -10.04290 1.25376 -4.38297
C 0.62684 -1.17679 1.14411
C -0.87171 -0.97848 0.85731
O -1.71858 -1.24853 1.69983
O -1.26736 -0.50860 -0.26601
H 1.37131 -0.64924 0.54784
H 0.84482 -2.23458 0.99688
H 0.91294 -0.91576 2.16298
C 2.11122 5.44793 2.34834
C 1.84676 6.73709 1.56501
O 1.30632 7.72504 2.14943
O 2.21253 6.81451 0.36222
H 2.37992 4.56846 1.76316
H 1.23635 5.28590 2.97798
H 2.91650 5.62390 3.06155
O 5.09678 -0.95486 -4.99444
H 5.91282 -0.80624 -4.51671
H 4.55234 -1.45786 -4.38880
O 3.27393 3.36559 -2.84685
H 2.67318 2.70542 -2.50114
H 3.16652 4.11681 -2.26345
O 4.52439 1.19902 5.68246
H 3.72851 1.63493 5.98706
H 5.06956 1.90709 5.33944
O 5.12990 -3.53223 5.52566
H 5.44878 -3.86426 4.68644
H 5.19107 -2.58031 5.44602
O -4.74613 3.33392 1.21479
H -4.38696 3.81769 0.47100
H -4.62925 3.92086 1.96183
O 5.96656 -6.61080 1.21679
H 6.68476 -7.18027 0.94088
H 5.61326 -6.25743 0.40037
O -4.21426 -1.73009 -5.50675
H -4.22244 -1.11467 -4.77365
H -5.02347 -2.23175 -5.40799
O -1.58795 2.68743 -4.54373
H -1.64229 1.90367 -3.99692
H -2.39353 2.67579 -5.06059
O 3.89399 -4.78225 -2.38257
H 4.45887 -5.25449 -2.99424
H 3.04043 -4.75668 -2.81502
O 0.01933 -2.93273 -4.26858
H -0.30171 -2.36718 -3.56621
H -0.72418 -3.02019 -4.86505
O -6.82239 -3.61325 0.20211
H -6.49645 -4.50869 0.11175
H -7.76519 -3.68484 0.05297
O -7.49360 -0.20714 4.16112
H -7.94708 0.47014 4.66299
H -7.64950 -1.01419 4.65163
O -1.38154 -0.23714 6.30305
H -1.48951 -0.49800 5.38843
H -1.74729 -0.96543 6.80510
*
```

Atom charges from the Löwdin analysis, given in e for atoms 1 to 8: atom 1 (Zn): 0.545, atom 2 (C): -0.025, atom 3 (C): -0.810, atom 4 (O): 0.020, atom 5 (O): 0.044, atom 6 (H): 0.072, atom 7 (H): 0.066, atom 8 (H): 0.070

No. 2
Computed, not measured: an isolated molecule of C8H3OP, with ωB97M-V with the def2-TZVPD basis set.

Values from the calculation:
Highest occupied orbital energy (spin up / spin down): -8.41 / -8.41 eV
LUMO level (spin up / spin down): -1.598 / -1.598 eV
Energy relative to the best compared isomer or geometry (same formula, charge and spin): 0.096 eV
Kohn-Sham gap (spin up / spin down): 6.8 / 6.8 eV

```
! RIJCOSX wB97M-V def2-TZVPD def2/J DEFGRID3
* xyz 0 1
C -1.56464 2.70102 0.38245
C -2.81394 2.97058 -0.18842
C 0.16791 -0.01146 -0.09053
C 0.46717 1.39061 -0.25333
C -1.10021 -0.46594 -0.15478
C -0.28956 2.34285 0.22419
C -2.34992 0.29910 -0.15777
C -2.48211 1.63052 -0.00158
O -3.72481 -2.07123 0.32011
P -3.96528 -0.65842 -0.05506
H 1.11076 -0.52533 0.11420
H 1.47368 1.58612 -0.65285
H -1.08283 -1.58240 -0.41182
*
```

Atom charges from the Löwdin analysis, given in e for atoms 1 to 8: atom 1 (C): -0.142, atom 2 (C): 0.185, atom 3 (C): -0.100, atom 4 (C): -0.083, atom 5 (C): -0.091, atom 6 (C): 0.108, atom 7 (C): -0.376, atom 8 (C): -0.269

No. 3
Computed, not measured: an isolated molecule of C8H4, with ωB97M-V with the def2-TZVPD basis set.

Values from the calculation:
Highest occupied orbital energy: -8.74 eV
LUMO level: -0.466 eV
Energy relative to the best compared isomer or geometry (same formula, charge and spin): 1.548 eV
SMILES: C#CC=C(C#C)C#C
Kohn-Sham gap: 8.3 eV

```
! RIJCOSX wB97M-V def2-TZVPD def2/J DEFGRID3
* xyz 0 1
C 3.18373 -0.04394 -0.72435
C 1.99434 0.09018 -0.33174
C 0.81968 0.28976 0.54991
C -0.48218 0.00970 0.16894
C -1.41028 0.30504 1.30185
C -2.22125 0.53724 2.17578
C -0.89890 -0.33826 -1.14433
C -1.43710 -0.86538 -2.13780
H 4.20127 -0.21135 -1.05591
H 1.06219 0.40391 1.68126
H -3.08943 0.89047 2.75483
H -1.72207 -1.06738 -3.23846
*
```

Atom charges from the Löwdin analysis, given in e for atoms 1 to 8: atom 1 (C): 0.117, atom 2 (C): -0.106, atom 3 (C): -0.069, atom 4 (C): -0.284, atom 5 (C): -0.103, atom 6 (C): 0.108, atom 7 (C): -0.099, atom 8 (C): 0.130

In the order shown, the computed total energy values come out to -100321.49755, -19672.30479, -8353.39629 eV.